{"formula": "C39H46EuF5N7O2PS", "method": "ωB97M-V/def2-TZVPD", "lumo_energy_ev": [-0.67, 0.11], "multiplicity": 7, "orbital_gap_ha": [0.269, 0.299], "s_squared": 12.012, "species": ["Eu", "C", "C", "N", "C", "C", "S", "C", "C", "N", "H", "H", "H", "H", "H", "H", "H", "H", "H", "H", "H", "H", "H", "H", "O", "C", "C", "C", "C", "C", "C", "C", "N", "C", "C", "N", "H", "H", "H", "H", "H", "H", "H", "F", "C", "C", "C", "F", "C", "F", "C", "F", "C", "F", "N", "C", "O", "C", "C", "N", "C", "N", "H", "H", "C", "C", "C", "C", "P", "C", "C", "C", "C", "C", "C", "C", "C", "C", "C", "H", "H", "H", "H", "H", "H", "H", "H", "H", "H", "H", "H", "H", "H", "H", "H", "H", "H", "H", "H", "H", "H", "H"], "coordinates": [[-0.708183, 0.155892, 0.892605], [1.787117, -1.364708, 2.693805], [1.067517, -1.044908, 4.001105], [-0.188083, -0.348408, 3.685305], [-1.303883, -0.817808, 4.504205], [-1.789383, -2.218908, 4.121405], [-2.086983, -2.451108, 2.323805], [-0.896583, -3.783108, 1.931705], [0.570317, -3.397508, 2.137205], [0.855717, -2.010808, 1.762205], [2.676417, -1.980808, 2.893405], [2.096517, -0.414708, 2.255005], [1.715517, -0.423408, 4.625905], [0.845417, -1.958508, 4.554305], [-0.040383, 0.643392, 3.891305], [-2.128383, -0.119408, 4.375005], [-1.039683, -0.842008, 5.573905], [-2.744283, -2.406708, 4.612605], [-1.094183, -2.997108, 4.426605], [-1.107783, -4.012208, 0.887805], [-1.147383, -4.653808, 2.538005], [1.195717, -4.114708, 1.583705], [0.813517, -3.525508, 3.193305], [1.248717, -1.990208, 0.824305], [-1.896283, 0.974792, -0.709195], [-2.995583, 0.674592, -1.317195], [-3.950983, 1.681492, -1.601595], [-5.073883, 1.432392, -2.347095], [-5.320883, 0.151392, -2.838195], [-4.438383, -0.862608, -2.550695], [-3.270083, -0.639008, -1.808695], [-2.299983, -1.694308, -1.650595], [-1.209983, -1.711808, -0.875895], [-0.563883, -2.883408, -1.175395], [-1.248983, -3.581208, -2.116195], [-2.342883, -2.821908, -2.408895], [-3.743983, 2.670192, -1.217695], [-5.769883, 2.232192, -2.560895], [-6.192783, -0.042008, -3.444995], [-4.668383, -1.859208, -2.902995], [0.370717, -3.150908, -0.725295], [-1.050683, -4.524608, -2.581795], [-3.054183, -3.043308, -3.082495], [-1.496983, 2.904792, 1.294705], [-2.629583, 2.457592, 1.941205], [-2.726483, 1.078492, 2.106005], [-3.939383, 0.713292, 2.693005], [-4.188083, -0.608208, 2.885805], [-4.927583, 1.599692, 3.110605], [-6.053883, 1.149592, 3.689705], [-4.729883, 2.966192, 2.947905], [-5.661383, 3.842992, 3.350505], [-3.558783, 3.406292, 2.338805], [-3.340383, 4.720192, 2.158005], [1.097817, 3.728092, 0.725405], [1.221317, 2.793792, 1.724905], [0.949917, 1.573492, 1.456505], [1.724617, 3.231892, 2.961005], [1.905617, 2.354692, 4.020805], [2.039517, 1.630892, 4.911205], [2.014617, 4.581392, 3.177805], [2.243717, 5.701892, 3.316505], [0.443417, 3.500692, -0.009595], [1.132817, 4.698392, 0.999005], [3.902217, 0.695792, 0.124005], [3.401317, 1.063692, -1.279295], [4.392617, 0.527192, -2.314295], [3.377917, 2.592392, -1.321795], [1.621817, 0.331992, -1.503095], [2.179117, -1.333908, -2.105695], [2.119317, -1.838808, -3.399995], [2.508817, -3.138508, -3.681395], [3.006817, -3.961908, -2.688295], [3.114717, -3.466508, -1.399195], [2.688617, -2.182308, -1.118995], [0.821117, 1.202592, -3.022995], [-0.353983, 0.333392, -3.485395], [1.699217, 1.546792, -4.227095], [0.200717, 2.495692, -2.474795], [4.814517, 1.254692, 0.332605], [4.144417, -0.358908, 0.222705], [3.164917, 0.974892, 0.874205], [5.352617, 1.023892, -2.178495], [4.060717, 0.712092, -3.330395], [4.551317, -0.542408, -2.196695], [4.381317, 2.971192, -1.125295], [2.722417, 2.983892, -0.547795], [3.071917, 2.983092, -2.286195], [1.790117, -1.223808, -4.219695], [2.426617, -3.506308, -4.695295], [3.320017, -4.970108, -2.917395], [3.527117, -4.083808, -0.612995], [2.791917, -1.809408, -0.109495], [-0.059083, -0.608308, -3.936995], [-0.945583, 0.879792, -4.219695], [-0.994683, 0.120092, -2.639195], [2.215317, 0.685692, -4.640395], [2.439217, 2.305692, -3.994395], [1.059517, 1.949392, -5.013095], [-0.428783, 2.264592, -1.612995], [-0.437283, 2.949692, -3.232395], [0.953817, 3.224992, -2.194795]], "forces_ev_per_a": [[0.01, -1.26, 1.06], [-0.01, 0.11, 0.26], [0.16, -0.04, -0.38], [-0.03, 0.56, 0.16], [-0.16, -0.15, -0.01], [-0.17, 0.18, -0.39], [0.22, -0.17, -0.04], [-0.26, 0.49, 0.19], [-0.43, -0.16, -0.08], [0.33, 0.11, -0.63], [-0.02, 0.10, -0.08], [0.16, -0.08, -0.02], [-0.14, -0.25, -0.06], [0.00, -0.01, 0.00], [-0.07, -0.29, 0.05], [0.04, 0.02, 0.05], [-0.06, 0.04, -0.11], [0.09, -0.01, 0.07], [0.05, -0.05, 0.06], [-0.01, -0.07, 0.10], [0.02, -0.07, -0.07], [0.01, 0.16, 0.07], [0.05, 0.04, -0.08], [0.10, -0.19, 0.22], [0.38, 0.01, 0.27], [-1.16, -0.34, -0.96], [0.42, -0.07, 0.24], [-0.04, -0.10, -0.05], [-0.12, -0.06, -0.08], [0.09, 0.09, 0.11], [-0.27, 0.90, 0.23], [0.33, -0.22, 0.06], [-0.48, 0.10, -0.04], [0.09, -0.30, -0.21], [0.40, -0.15, 0.23], [-0.14, 0.29, 0.17], [0.03, 0.10, 0.03], [-0.01, 0.05, 0.02], [-0.09, -0.05, 0.04], [-0.04, -0.07, -0.05], [0.09, -0.10, 0.03], [0.03, -0.14, -0.10], [0.05, 0.07, 0.00], [-0.27, 0.29, 0.25], [-0.06, -0.76, 0.06], [-0.98, 0.91, 0.24], [0.72, 0.14, -0.31], [-0.26, 0.07, 0.18], [0.12, -0.11, 0.05], [0.16, 0.14, -0.12], [0.07, -0.06, -0.14], [0.25, -0.21, -0.09], [0.09, 0.03, 0.01], [-0.11, -0.21, 0.01], [-0.25, -0.41, 0.42], [0.20, 0.69, -0.42], [-0.09, 0.39, 0.24], [-0.29, -0.30, -0.71], [0.09, -0.80, 0.68], [0.05, 0.18, 0.04], [0.12, 0.69, 0.00], [0.03, 0.21, -0.03], [0.08, 0.03, 0.09], [-0.02, 0.02, -0.01], [-0.17, 0.01, -0.04], [-0.10, 0.03, 0.05], [-0.14, 0.01, 0.10], [-0.13, -0.11, -0.02], [0.82, 0.06, -1.01], [-0.35, 0.01, 0.24], [0.02, 0.15, 0.00], [0.02, -0.10, -0.13], [-0.01, -0.05, -0.01], [0.05, -0.12, 0.05], [0.07, 0.16, -0.02], [0.08, -0.11, 0.19], [0.02, -0.10, 0.18], [0.05, -0.08, 0.15], [0.07, -0.08, 0.21], [0.11, 0.03, -0.02], [0.01, -0.10, 0.03], [0.03, -0.04, 0.10], [0.11, 0.09, 0.05], [0.00, 0.03, -0.16], [0.07, -0.03, -0.04], [0.11, -0.03, 0.03], [0.06, 0.10, -0.13], [-0.03, 0.07, -0.05], [-0.09, 0.02, -0.01], [0.03, 0.00, -0.05], [0.02, -0.06, -0.01], [0.02, -0.03, 0.07], [0.06, -0.02, 0.05], [0.04, -0.08, -0.03], [-0.02, 0.14, -0.07], [-0.04, -0.02, -0.05], [0.07, -0.07, -0.05], [0.10, 0.03, -0.02], [-0.09, 0.05, -0.06], [-0.04, 0.14, -0.11], [-0.06, 0.02, -0.12], [0.12, 0.11, 0.01]], "mulliken_spin": [6.056, 0.011, -0.001, 0.000, -0.001, -0.001, -0.004, -0.001, 0.001, 0.002, 0.000, -0.004, 0.000, 0.000, -0.001, 0.002, 0.000, 0.000, 0.000, 0.001, 0.000, 0.000, 0.000, -0.007, -0.079, -0.004, 0.004, -0.001, 0.001, -0.005, 0.019, -0.012, -0.005, 0.002, -0.001, 0.000, 0.000, 0.000, 0.000, 0.000, 0.000, 0.000, 0.000, 0.002, 0.004, -0.019, 0.018, 0.001, -0.003, 0.000, 0.002, 0.000, -0.003, 0.000, 0.000, 0.004, 0.001, 0.000, 0.000, 0.000, 0.000, 0.000, 0.000, 0.000, 0.000, 0.001, 0.000, 0.000, 0.016, 0.002, 0.001, -0.002, 0.001, -0.001, -0.002, -0.006, 0.004, 0.000, 0.003, 0.000, 0.000, 0.001, 0.000, 0.000, 0.000, 0.000, 0.001, 0.000, 0.000, 0.000, 0.000, 0.000, 0.001, 0.000, 0.000, 0.001, 0.000, 0.000, 0.000, 0.002, 0.000, 0.000]}